23
Properties=species:S:1:pos:R:3:forces:R:3:lowdin_charge:R:1 method="wB97M-V/def2-TZVPD" smiles=CC(C)CNCCO orbital_gap_ev=9.56 total_energy_ha=-367.5752 de_lowest_kcal_mol=35.2
C -1.03565 -2.52159 -0.16200 0.1 0.2 -0.4 -0.0851
C -1.24302 -1.19742 0.58344 -0.5 -1.3 0.8 -0.4264
C -1.75862 -1.48957 2.00407 0.3 0.0 0.2 -0.0887
C 0.01882 -0.37640 0.67488 0.4 0.8 -0.9 -0.2289
N 0.52336 -0.03372 -0.65937 -0.3 -0.5 0.1 -0.0748
C 1.73428 0.74724 -0.65321 0.9 -0.1 -0.3 -0.2241
C 1.57847 2.20255 -1.09284 -1.2 1.1 0.2 -0.2132
O 0.22010 2.68768 -0.97278 0.1 -0.3 0.1 -0.0954
H -1.99922 -3.00068 -0.31070 -0.1 -0.2 0.1 0.0715
H -0.36614 -3.23394 0.32788 0.0 0.2 0.2 0.0818
H -0.62887 -2.33498 -1.15242 0.1 0.0 -0.1 0.0644
H -2.06079 -0.70200 0.05603 0.3 0.5 -0.1 0.1330
H -2.13293 -0.59073 2.49319 0.0 0.1 0.0 0.0704
H -0.93434 -1.88250 2.61902 -0.2 0.1 -0.1 0.0813
H -2.56203 -2.23011 2.03735 0.1 0.1 -0.2 0.0745
H -0.14181 0.56749 1.22475 -0.2 -0.3 0.4 0.1173
H 0.81542 -0.93405 1.17726 -0.2 -0.1 0.2 0.1265
H -0.22094 0.44506 -1.14953 0.2 0.2 -0.2 0.1061
H 2.24055 0.69926 0.31407 -0.4 0.1 0.3 0.1104
H 2.48507 0.27690 -1.29368 0.0 0.0 -0.3 0.1063
H 1.77815 2.39810 -2.14066 0.3 -0.4 -0.2 0.1109
H 2.18676 2.90009 -0.51451 0.4 -0.3 0.0 0.1091
H -0.04896 2.61967 -0.05088 0.0 0.0 0.0 0.0731